Density functional theory data (wB97M-V/def2-TZVPD) for 2 unconnected molecules or ions with the total composition C5H10N2O at a distorted geometry.

Results
* strongest force on any atom: 1.168 eV/A
* SMILES string: Cc1c[nH]cn1.CO
* E_HOMO: -0.3278 Ha
* LUMO level: 0.75 eV
* ΔE to the lowest compared entry with this formula, charge and spin: 17.9 kcal per mole
* frontier orbital gap: 9.673 eV
* total energy: -381.25698 Ha

Each line ends with the Löwdin charge.
Positions of all 18 atoms, in Å:
C -3.516 -0.059 -0.904  -0.18
O -2.196 -0.291 -1.383  -0.17
H -1.591 -0.088 -0.642  0.01
H -4.187 -0.221 -1.743  0.07
H -3.756 -0.741 -0.085  0.07
H -3.612 0.987 -0.595  0.07
C 0.926 -2.054 0.747  -0.04
C 1.151 -0.606 0.496  -0.34
C 0.581 1.429 0.111  -0.19
C 2.249 0.158 0.717  -0.06
N 0.119 0.206 0.094  0.08
N 1.869 1.448 0.458  0.05
H 0.036 2.288 -0.246  0.13
H -0.119 -2.348 0.818  0.08
H 1.513 -2.357 1.612  0.07
H 2.458 2.256 0.551  0.15
H 3.217 -0.130 1.069  0.11
H 1.281 -2.730 -0.039  0.08